Arrangement A

The following is a DFT calculation (ωB97M-V/def2-TZVPD) of C4H11N3 in the gas phase.

Atoms and positions in Å:
C -1.0861 1.0515 0.5041
C -1.2071 0.5683 -1.8760
N -0.3687 0.9677 -0.7569
C -0.0600 -0.0503 0.3383
N -0.4880 -1.4257 0.1217
N 2.0953 -1.0671 0.9644
C 1.3198 0.1805 0.9400
H 1.7946 0.9499 0.2925
H 0.1950 -2.0288 0.5941
H -1.3942 -1.6024 0.5424
H 3.0252 -0.8627 1.3251
H 2.2260 -1.3600 -0.0057
H -2.1300 0.7561 0.5514
H -0.8422 1.9026 1.1340
H 1.2302 0.5916 1.9505
H -0.7847 -0.2731 -2.4386
H -2.2361 0.2981 -1.6021
H -1.2891 1.4040 -2.5792

- highest occupied orbital energy (eV) = -8.44
- LUMO level (eV) = 1.05
- frontier orbital gap (eV) = 9.5
- SMILES = CN1C[C@]1(N)CN
- molecular weight (g/mol) = 101.15

Atom charges from the Löwdin analysis, given in e for atoms 1 to 2: atom 1 (C): -0.112, atom 2 (C): -0.125

Arrangement B

The following is a DFT calculation (ωB97M-V/def2-TZVPD) of C4H11N3 in the gas phase.

Atoms and positions in Å:
C -0.5346 -0.9527 1.7842
C 0.6282 -0.0669 1.2829
C 0.5102 0.1768 -0.2234
N 0.3023 1.8140 -2.6088
C -0.7540 1.4521 -1.7686
N -0.6764 0.7764 -0.7000
N -0.2552 -2.3256 1.4242
H -0.6826 -0.7988 2.8538
H -1.4556 -0.6379 1.2728
H 1.5097 -0.6926 1.3983
H 0.7797 0.9060 1.7611
H 1.3981 0.6982 -0.6273
H 0.6365 -0.7628 -0.8141
H 0.2487 2.7929 -2.8518
H 1.2180 1.5429 -2.3159
H -1.7075 1.5945 -2.2673
H -0.7759 -3.0067 1.9622
H -0.3896 -2.5099 0.4378

- highest occupied orbital energy (eV) = -8.71
- LUMO level (eV) = 1.00
- frontier orbital gap (eV) = 9.7
- SMILES = N/C=N\CCCN
- molecular weight (g/mol) = 101.15

Atom charges from the Löwdin analysis, given in e for atoms 1 to 2: atom 1 (C): -0.301, atom 2 (C): -0.182

Quick one: most stable of them? arrangement B

Arrangement A

The following is a DFT calculation (ωB97M-V/def2-TZVPD) of C4H11N3 in the gas phase.

Atoms and positions in Å:
C -0.4876 -0.0997 1.0563
C -1.1749 -0.1577 -0.3199
C 0.2455 1.2230 1.2577
C -0.2482 0.1227 -1.4650
N 0.8708 -0.7164 -1.6292
N 0.4705 -1.2058 1.1732
N -0.2922 1.1493 -2.1964
H -1.2832 -0.1751 1.8184
H 1.4507 -0.7619 -2.4534
H 1.1455 -1.2216 -0.7906
H 1.0096 -1.1098 2.0286
H -0.0215 -2.0926 1.2210
H 0.6114 0.9534 -2.7993
H -1.6046 -1.1535 -0.4604
H -1.9666 0.5895 -0.3581
H -0.4117 2.0542 1.0240
H 1.1098 1.2769 0.6025
H 0.5767 1.3252 2.2904

- highest occupied orbital energy (eV) = -8.70
- LUMO level (eV) = 0.91
- frontier orbital gap (eV) = 9.6
- SMILES = [H]/N=C(\N)C[C@H](C)N
- molecular weight (g/mol) = 101.15

Atom charges from the Löwdin analysis, given in e for atoms 1 to 2: atom 1 (C): -0.448, atom 2 (C): -0.116

Arrangement B

The following is a DFT calculation (ωB97M-V/def2-TZVPD) of C4H11N3 in the gas phase.

Atoms and positions in Å:
C -0.8133 1.7053 -0.7905
C -1.4596 0.8189 0.3424
C -0.5276 -0.3160 0.7536
N 1.8846 -1.8184 0.5513
C 0.9352 -2.0236 -0.1977
N -0.2989 -1.3741 -0.3585
N 0.4217 2.3442 -0.2238
H -0.7733 1.0488 -1.6705
H -1.4645 2.5130 -1.0170
H -2.4591 0.5166 0.0222
H -1.8397 1.5642 1.1587
H 0.3856 0.0781 1.1175
H -1.0230 -0.8819 1.5413
H 1.6976 -1.2722 1.3844
H 1.0416 -2.6171 -1.1307
H -0.4946 -0.9734 -1.2699
H 1.1156 1.7058 0.1868
H 0.9532 3.1483 -0.7524

- highest occupied orbital energy (eV) = -9.26
- LUMO level (eV) = 0.99
- frontier orbital gap (eV) = 10.3
- SMILES = [H]/N=C\NCCCN
- molecular weight (g/mol) = 101.15

Atom charges from the Löwdin analysis, given in e for atoms 1 to 2: atom 1 (C): -0.274, atom 2 (C): -0.201

Quick one: most stable of them? arrangement A

Arrangement A

The following is a DFT calculation (ωB97M-V/def2-TZVPD) of C4H11N3 in the gas phase.

Atoms and positions in Å:
C 1.8496 0.4950 -0.4243
C 1.4169 0.1645 1.0260
C -0.1069 0.0620 1.1927
N -2.6777 -0.6619 -0.4244
C -2.0897 0.5275 -0.0455
N -0.8515 0.8601 0.0682
N 1.5704 -0.5316 -1.4198
H 2.8196 0.9709 -0.6159
H 1.2720 1.3312 -0.8348
H 1.8481 -0.7859 1.3939
H 1.9280 0.8163 1.7203
H -0.4628 0.4717 2.1293
H -0.4710 -0.9244 0.8918
H -2.1261 -1.4684 -0.6665
H -3.5748 -0.6615 -0.8764
H -2.7936 1.3323 -0.2212
H 0.5982 -0.5214 -1.6876
H 1.8514 -1.4764 -1.2057

- highest occupied orbital energy (eV) = -7.97
- LUMO level (eV) = 0.76
- frontier orbital gap (eV) = 8.7
- SMILES = N/C=N\CCCN
- molecular weight (g/mol) = 101.15

Atom charges from the Löwdin analysis, given in e for atoms 1 to 2: atom 1 (C): -0.301, atom 2 (C): -0.193

Arrangement B

The following is a DFT calculation (ωB97M-V/def2-TZVPD) of C4H11N3 in the gas phase.

Atoms and positions in Å:
C -1.1668 -1.5076 0.0072
C 0.1992 -1.3804 -0.6419
C 1.1568 -0.4906 0.1844
N 0.1663 2.9144 -0.6420
C 0.3662 1.5535 -0.6300
N 0.7749 0.8775 0.3448
N -1.2296 -1.8078 1.4505
H -1.7714 -2.2854 -0.4655
H -1.7639 -0.6007 -0.1507
H 0.6978 -2.3565 -0.6912
H 0.1336 -1.0558 -1.6762
H 2.1616 -0.4638 -0.2548
H 1.3155 -1.0641 1.0987
H -0.4925 3.4166 -0.0722
H 0.3951 3.4537 -1.4578
H 0.3342 1.0586 -1.6149
H -0.6720 -2.6481 1.5859
H -0.7306 -1.0819 1.9584

- highest occupied orbital energy (eV) = -9.06
- LUMO level (eV) = 1.02
- frontier orbital gap (eV) = 10.1
- SMILES = N/C=N/CCCN
- molecular weight (g/mol) = 101.15

Atom charges from the Löwdin analysis, given in e for atoms 1 to 2: atom 1 (C): -0.302, atom 2 (C): -0.210

Quick one: most stable of them? arrangement B

Arrangement A

The following is a DFT calculation (ωB97M-V/def2-TZVPD) of C4H11N3 in the gas phase.

Atoms and positions in Å:
C 1.7660 -0.1710 -0.3372
C 0.6875 0.9135 -0.3012
C -0.6648 0.4040 -0.0432
C -1.7350 0.4604 -0.8821
N -2.9914 -0.1479 -0.7085
N -0.8703 -0.1629 1.2071
N 2.6402 -0.4671 0.8499
H 1.2873 -1.0397 -0.7046
H 2.4303 0.1538 -1.1067
H 0.6982 1.1712 -1.4404
H 0.9476 1.5858 0.5564
H -1.6188 0.8876 -1.8417
H -3.0315 -0.8586 -1.3818
H -3.1012 -0.5808 0.1838
H -1.3006 0.5663 1.7988
H -0.1932 -0.8642 1.6233
H 2.1426 -0.4224 1.7632
H 2.9072 -1.4280 0.7650

- highest occupied orbital energy (eV) = -7.90
- LUMO level (eV) = 0.90
- frontier orbital gap (eV) = 8.8
- SMILES = N/C=C(\N)CCN
- molecular weight (g/mol) = 101.15

Atom charges from the Löwdin analysis, given in e for atoms 1 to 2: atom 1 (C): -0.285, atom 2 (C): -0.172

Arrangement B

The following is a DFT calculation (ωB97M-V/def2-TZVPD) of 2 unconnected molecules or ions with the total composition C4H11N3.

Atoms and positions in Å:
C 0.4894 -2.4169 1.2675
C 0.5235 1.5510 0.6350
N -1.8860 0.0718 0.1739
N -0.6938 -2.5872 0.9080
C 0.3165 0.6622 -0.5909
N 0.8438 1.3244 -1.7735
C -1.1437 0.3653 -0.7951
H -2.8519 -0.1326 -0.0654
H -1.3173 -1.7973 1.0814
H 1.8211 1.5608 -1.6391
H 0.7757 0.7238 -2.5876
H -1.4777 0.4277 -1.8424
H 1.1974 -3.2138 1.0831
H 0.8949 -1.5289 1.7635
H 0.8056 -0.3137 -0.4027
H 1.5800 1.6194 0.8843
H -0.0228 1.1366 1.4777
H 0.1455 2.5476 0.4224

- highest occupied orbital energy (eV) = -9.56
- LUMO level (eV) = 0.99
- frontier orbital gap (eV) = 10.5
- SMILES = [H]/N=C/[C@H](C)N.C=N
- molecular weight (g/mol) = 101.15

Atom charges from the Löwdin analysis, given in e for atoms 1 to 2: atom 1 (C): -0.169, atom 2 (C): -0.070

Arrangement C

The following is a DFT calculation (ωB97M-V/def2-TZVPD) of 2 unconnected molecules or ions with the total composition C4H11N3.

Atoms and positions in Å:
C -0.0548 -0.3379 1.4353
C -0.4637 0.6080 -2.4232
C 1.0142 0.3544 1.1293
N -1.3674 0.1128 1.1707
N -0.0142 -1.6068 2.0427
N -0.7057 -0.7050 -1.8497
C 2.0711 1.0466 0.8350
H -1.4053 1.1115 1.0158
H -2.0109 -0.1644 1.9016
H -0.7145 -2.2330 1.6656
H 0.9058 -2.0232 2.0099
H 0.1756 -1.1052 -1.5421
H -1.2889 -0.6081 -1.0229
H 0.1641 0.4950 -3.3071
H 0.0259 1.3140 -1.7374
H -1.4178 1.0339 -2.7322
H 2.5708 1.6756 1.5611
H 2.5157 1.0321 -0.1524

- highest occupied orbital energy (eV) = -7.99
- LUMO level (eV) = 0.88
- frontier orbital gap (eV) = 8.9
- SMILES = C=C=C(N)N.CN
- molecular weight (g/mol) = 101.15

Atom charges from the Löwdin analysis, given in e for atoms 1 to 2: atom 1 (C): -0.484, atom 2 (C): -0.210

Arrangement D

The following is a DFT calculation (ωB97M-V/def2-TZVPD) of C4H11N3 in the gas phase.

Atoms and positions in Å:
C -0.7701 -0.9052 -1.8711
C -0.1401 -0.4241 -0.6107
C -0.5758 -1.0162 0.7873
C 0.7426 1.8631 0.2084
H -0.1053 -0.6267 -2.7418
H -0.8078 -2.0534 -2.0328
H -1.7332 -0.4553 -1.8591
H 0.9453 -0.8296 -0.4812
H -1.0857 -2.0806 0.5175
H -1.4804 -0.5278 1.4320
H 0.4235 -1.4839 2.5508
H 1.0918 -0.0492 1.6643
H -0.7257 1.4696 -1.1707
H 0.5483 2.8784 -0.3179
H 1.4092 2.7437 1.6641
N 0.7481 -1.1537 1.6344
N 0.1265 0.9566 -0.6816
N 1.3887 1.6944 1.3080

- highest occupied orbital energy (eV) = -8.67
- LUMO level (eV) = 0.70
- frontier orbital gap (eV) = 9.4
- SMILES = [H]/N=C/N[C@H](C)CN
- molecular weight (g/mol) = 101.15

Atom charges from the Löwdin analysis, given in e for atoms 1 to 2: atom 1 (C): -0.081, atom 2 (C): -0.492

Quick one: most stable of them? arrangement B

Arrangement A

The following is a DFT calculation (ωB97M-V/def2-TZVPD) of 2 unconnected molecules or ions with the total composition C3H9NSi.

Atoms and positions in Å:
C -0.6887 -2.4585 0.2909
C -0.8234 -1.2468 -0.2479
C 2.3411 0.9215 -0.6054
N -2.1956 1.4024 0.4821
Si -0.7525 0.4314 0.6519
H -0.4881 -3.2910 -0.2807
H -1.1058 -2.6453 1.2585
H -0.7236 -1.0785 -1.2490
H 3.0712 1.1869 0.1154
H 2.2173 -0.0638 -0.9636
H 1.8765 1.5972 -1.3199
H -2.5252 1.6008 -0.4865
H -2.5683 1.8604 1.2914
H -0.1093 0.3874 1.8730

- highest occupied orbital energy (spin up / spin down) (eV) = -8.25 / -6.53
- LUMO level (spin up / spin down) (eV) = 0.30 / 0.48
- frontier orbital gap (spin up / spin down) (eV) = 8.6 / 7.0
- molecular weight (g/mol) = 87.20

Atom charges from the Löwdin analysis, given in e for atoms 1 to 2: atom 1 (C): -0.070, atom 2 (C): -0.316

Arrangement B

The following is a DFT calculation (ωB97M-V/def2-TZVPD) of C3H9NSi in the gas phase.

Atoms and positions in Å:
C 1.9741 0.5795 0.1667
C 1.4422 -0.7893 0.2096
C 0.6231 0.1863 -0.4810
N -0.8380 0.6484 0.0771
Si -2.3507 -0.1763 -0.0141
H 2.2053 1.0842 1.1206
H 2.5861 0.6755 -0.6699
H 1.7787 -1.7174 -0.3779
H 1.1730 -1.1153 1.2007
H 0.5651 0.3366 -1.5827
H -0.7488 1.6232 -0.1371
H -2.1066 -1.6775 0.2934
H -3.2459 0.3240 -1.0338
H -3.0575 0.0180 1.2285

- highest occupied orbital energy (eV) = -9.11
- LUMO level (eV) = 1.08
- frontier orbital gap (eV) = 10.2
- SMILES = [SiH3]NC1CC1
- molecular weight (g/mol) = 87.20

Atom charges from the Löwdin analysis, given in e for atoms 1 to 2: atom 1 (C): -0.105, atom 2 (C): -0.202

Arrangement C

The following is a DFT calculation (ωB97M-V/def2-TZVPD) of C3H9NSi in the gas phase.

Atoms and positions in Å:
C -1.9724 -1.7629 -0.6996
C -1.2564 -0.8030 -0.1442
C 0.9845 2.1092 -0.0119
N 1.4381 0.7397 0.2819
Si 0.4264 -0.8730 0.6236
H -3.0299 -1.7368 -0.9319
H -1.5646 -2.6731 -0.9846
H -1.6441 0.1460 -0.0650
H 0.8981 2.7865 0.8274
H 1.5885 2.5254 -0.7434
H -0.0366 2.0497 -0.6730
H 2.3500 0.7456 0.5559
H 0.3401 -1.4452 2.0085
H 1.4783 -1.8079 -0.0437

- highest occupied orbital energy (eV) = -8.64
- LUMO level (eV) = 1.04
- frontier orbital gap (eV) = 9.7
- SMILES = C=C[SiH2]NC
- molecular weight (g/mol) = 87.20

Atom charges from the Löwdin analysis, given in e for atoms 1 to 2: atom 1 (C): -0.054, atom 2 (C): -0.317

Quick one: most stable of them? arrangement C